Entry 1:
ORCA calculation (the ωB97M-V functional and the def2-TZVPD basis) on the molecule C23H28N4O4 at a distorted geometry.

Geometry as XYZ:
```
59
Properties=species:S:1:pos:R:3:nbo_charge:R:1
C -3.140 -1.640 1.809 -0.2511
O -3.603 -0.321 1.666 -0.5337
C -4.636 -0.082 0.789 0.3197
C -5.432 -1.095 0.272 -0.3093
C -6.497 -0.838 -0.582 -0.0051
C -7.318 -1.974 -1.113 -0.6260
C -6.765 0.475 -0.928 -0.2311
C -5.971 1.495 -0.440 -0.2137
C -4.902 1.244 0.410 0.2244
O -4.235 2.372 0.824 -0.4867
C -2.921 2.302 1.313 -0.1095
C -1.918 1.801 0.321 0.3064
C -0.606 2.139 0.130 -0.3481
C -0.187 1.282 -0.917 0.0587
C 1.153 1.298 -1.575 0.6687
O 1.444 2.176 -2.364 -0.5990
N 1.995 0.309 -1.208 -0.4257
C 3.370 0.344 -1.694 -0.2305
C 4.342 0.413 -0.566 -0.1628
C 4.413 1.426 0.417 0.1433
C 3.547 2.627 0.545 -0.6450
N 5.385 1.166 1.273 -0.2797
N 5.945 0.023 0.877 -0.1641
C 7.056 -0.527 1.594 -0.4078
C 5.348 -0.477 -0.231 0.1758
C 5.807 -1.740 -0.862 -0.6489
C 1.680 -0.632 -0.179 -0.0661
C 2.038 -2.077 -0.371 -0.4240
C 0.603 -1.657 -0.387 -0.4097
N -1.178 0.524 -1.307 -0.1156
O -2.249 0.834 -0.543 -0.2688
H -2.239 -1.569 2.419 0.1960
H -2.891 -2.083 0.839 0.1843
H -3.869 -2.273 2.326 0.1764
H -5.234 -2.119 0.545 0.2135
H -8.211 -1.606 -1.610 0.2152
H -7.616 -2.645 -0.308 0.2141
H -6.739 -2.553 -1.833 0.2179
H -7.587 0.707 -1.588 0.2105
H -6.159 2.522 -0.712 0.2236
H -2.664 3.334 1.575 0.2117
H -2.865 1.683 2.219 0.2169
H -0.031 2.882 0.639 0.2395
H 3.564 -0.536 -2.314 0.1986
H 3.442 1.236 -2.325 0.2550
H 3.320 3.040 -0.436 0.2313
H 4.048 3.376 1.152 0.2346
H 2.605 2.365 1.029 0.2081
H 7.940 -0.588 0.955 0.2016
H 7.263 0.135 2.432 0.2392
H 6.821 -1.525 1.969 0.2004
H 5.702 -2.577 -0.170 0.2215
H 5.221 -1.951 -1.752 0.2279
H 6.856 -1.668 -1.148 0.2242
H 1.796 -0.233 0.828 0.2097
H 2.418 -2.620 0.481 0.2195
H 2.482 -2.372 -1.308 0.2167
H 0.086 -1.647 -1.332 0.2421
H -0.025 -1.905 0.455 0.2153
```

## Properties
E_HOMO: -8.071 eV
energy: -1413.12074 Ha
molecular weight: 424.5 g/mol
LUMO energy: 0.626 eV
SMILES string: COc1cc(C)ccc1OCc1cc(C(=O)N(Cc2c(C)nn(C)c2C)C2CC2)no1
energy relative to the best compared isomer or geometry (same formula, charge and spin): 479.3 kJ/mol
gap between HOMO and LUMO: 8.6972 eV

Entry 2:
ORCA calculation (the ωB97M-V functional and the def2-TZVPD basis) on C23H29BN as an isolated structure at a distorted geometry.

Geometry as XYZ:
```
54
Properties=species:S:1:pos:R:3:nbo_charge:R:1
C 0.283 1.290 1.736 -0.1482
C -1.054 0.954 2.342 -0.0056
C -2.076 1.946 2.380 -0.2273
C -3.390 1.593 2.721 -0.2014
C -3.684 0.297 3.164 -0.1955
C -2.662 -0.656 3.229 -0.1904
C -1.355 -0.353 2.804 -0.2427
C 1.561 1.021 2.512 -0.0920
C 2.612 1.976 2.403 -0.1761
C 3.924 1.631 2.758 -0.2121
C 4.203 0.375 3.307 -0.1767
C 3.152 -0.512 3.573 -0.2085
C 1.819 -0.156 3.300 -0.1814
H 0.291 2.184 1.106 0.2419
H -1.785 2.996 2.194 0.2233
H -4.150 2.376 2.686 0.2318
H -4.729 0.053 3.423 0.2353
H -2.886 -1.638 3.652 0.2300
H -0.591 -1.154 2.829 0.2274
H 2.340 2.997 2.092 0.2197
H 4.693 2.390 2.632 0.2312
H 5.255 0.114 3.528 0.2345
H 3.376 -1.460 4.068 0.2317
H 1.029 -0.783 3.762 0.2295
C 2.063 0.810 -2.523 -0.6433
C 0.676 1.175 -2.015 -0.1987
N -0.147 -0.027 -1.552 -0.4597
C -1.554 0.482 -1.272 -0.2068
C -2.528 -0.626 -0.912 -0.6453
C -0.185 -1.075 -2.673 0.1363
C -0.738 -0.583 -3.873 -0.2488
C -0.801 -1.442 -4.975 -0.1789
C -0.349 -2.746 -4.912 -0.1984
C 0.189 -3.212 -3.709 -0.1913
C 0.293 -2.396 -2.556 -0.1853
B 0.451 -0.541 -0.089 0.3078
H 0.193 0.520 0.771 0.0545
H 2.564 1.714 -2.889 0.2419
H 2.742 0.381 -1.775 0.2306
H 2.040 0.138 -3.376 0.2319
H 0.745 1.891 -1.193 0.2110
H 0.121 1.622 -2.850 0.2142
H -1.499 1.209 -0.455 0.2174
H -1.902 0.978 -2.181 0.2148
H -3.549 -0.222 -0.892 0.2428
H -2.544 -1.431 -1.649 0.2319
H -2.370 -1.075 0.078 0.2317
H -1.093 0.439 -3.904 0.2194
H -1.231 -1.016 -5.892 0.2327
H -0.423 -3.383 -5.799 0.2405
H 0.536 -4.251 -3.685 0.2349
H 0.718 -2.769 -1.623 0.2364
H -0.236 -1.431 0.319 -0.0242
H 1.643 -0.620 -0.142 -0.0289
```

## Properties
E_HOMO: -11.977 eV
energy: -973.13022 Ha
molecular weight: 330.3 g/mol
total charge: +1
LUMO energy: -3.709 eV
energy relative to the best compared isomer or geometry (same formula, charge and spin): 101.3 kJ/mol
gap between HOMO and LUMO: 8.2675 eV